No. 1
Density functional theory data (wB97M-V/def2-TZVPD) for a single C4H7N3 molecule.

Last column: natural (NBO) charge in e.
CARTESIAN COORDINATES (ANGSTROEM)
C (-2.43, 0.14, -0.27)  -0.639
C (-1.07, -0.28, 0.16)  0.072
C (0.03, 0.53, 0.17)  -0.099
N (1.07, -0.29, 0.43)  -0.167
C (2.40, 0.08, 0.00)  -0.411
N (0.64, -1.55, 0.59)  -0.058
N (-0.65, -1.54, 0.46)  -0.245
H (-3.13, -0.70, -0.24)  0.236
H (-2.79, 0.94, 0.38)  0.221
H (-2.39, 0.53, -1.29)  0.220
H (0.18, 1.58, -0.01)  0.218
H (3.04, -0.79, -0.01)  0.235
H (2.80, 0.87, 0.65)  0.210
H (2.30, 0.48, -1.01)  0.206

Computed properties:
ΔE to the lowest compared entry with this formula, charge and spin (kJ/mol): 98.9
E_LUMO (eV): 0.855
HOMO-LUMO gap (eV): 10.19



No. 2
Density functional theory data (wB97M-V/def2-TZVPD) for a single C4H7N3 molecule.

Last column: natural (NBO) charge in e.
CARTESIAN COORDINATES (ANGSTROEM)
H (-1.85, 1.18, 2.37)  0.356
N (-2.11, 1.19, 1.39)  -0.680
C (-1.13, 0.78, 0.70)  0.369
N (-1.00, 0.59, -0.66)  -0.603
C (0.41, 0.17, -0.65)  -0.103
C (0.68, -1.23, -1.16)  -0.621
C (0.30, 0.33, 0.88)  0.253
N (1.01, 0.16, 1.90)  -0.572
H (1.95, -0.16, 1.65)  0.343
H (-1.61, 0.85, -1.42)  0.410
H (1.09, 0.91, -1.10)  0.195
H (0.53, -1.29, -2.24)  0.218
H (0.01, -1.95, -0.68)  0.220
H (1.72, -1.53, -0.96)  0.215

Computed properties:
ΔE to the lowest compared entry with this formula, charge and spin (kJ/mol): 101.0
E_LUMO (eV): 0.708
HOMO-LUMO gap (eV): 9.93



No. 3
Density functional theory data (wB97M-V/def2-TZVPD) for a single C4H7N3 molecule at a distorted geometry.

Last column: natural (NBO) charge in e.
CARTESIAN COORDINATES (ANGSTROEM)
C (-1.56, 0.81, 0.04)  -0.603
C (-1.16, -0.69, 0.28)  -0.411
C (0.36, -0.81, 0.36)  0.044
C (1.38, -0.92, -0.59)  -0.091
N (2.13, 0.19, -0.35)  -0.351
N (1.70, 0.88, 0.71)  -0.056
N (0.71, 0.24, 1.18)  -0.238
H (-2.62, 0.88, -0.21)  0.205
H (-1.38, 1.46, 0.91)  0.227
H (-1.00, 1.26, -0.80)  0.200
H (-1.62, -0.99, 1.23)  0.222
H (-1.56, -1.28, -0.54)  0.208
H (1.76, -1.64, -1.32)  0.232
H (2.85, 0.60, -0.92)  0.414

Computed properties:
ΔE to the lowest compared entry with this formula, charge and spin (kJ/mol): 198.4
E_LUMO (eV): 0.900
HOMO-LUMO gap (eV): 10.04



No. 4
Density functional theory data (wB97M-V/def2-TZVPD) for a single C4H7N3 molecule.

Last column: natural (NBO) charge in e.
CARTESIAN COORDINATES (ANGSTROEM)
C (-1.35, -0.92, -1.53)  -0.401
N (-0.04, -0.34, -1.39)  -0.616
C (0.44, 0.13, -0.19)  0.313
C (-0.32, 0.40, 0.97)  -0.415
C (0.62, 0.78, 1.91)  -0.029
N (1.81, 0.77, 1.29)  -0.342
N (1.74, 0.37, -0.01)  -0.338
H (-1.74, -1.20, -0.55)  0.204
H (-2.08, -0.24, -2.00)  0.181
H (-1.31, -1.84, -2.13)  0.198
H (0.60, -0.36, -2.16)  0.396
H (-1.39, 0.46, 1.03)  0.227
H (0.53, 1.02, 2.96)  0.217
H (2.70, 1.04, 1.66)  0.405

Computed properties:
ΔE to the lowest compared entry with this formula, charge and spin (kJ/mol): 54.2
E_LUMO (eV): 1.127
HOMO-LUMO gap (eV): 8.82



No. 5
Density functional theory data (wB97M-V/def2-TZVPD) for a single C4H7N3 molecule at a distorted geometry.

Last column: natural (NBO) charge in e.
CARTESIAN COORDINATES (ANGSTROEM)
C (2.21, 0.13, 0.28)  -0.406
N (1.22, 0.14, -0.77)  -0.604
C (-0.12, 0.04, -0.43)  0.307
C (-0.69, -0.63, 0.69)  -0.406
C (-1.97, -0.51, 0.47)  -0.026
N (-2.21, 0.24, -0.63)  -0.354
N (-1.04, 0.58, -1.22)  -0.331
H (2.19, -0.83, 0.80)  0.194
H (3.20, 0.24, -0.16)  0.207
H (2.07, 0.92, 1.03)  0.174
H (1.37, 0.84, -1.48)  0.386
H (-0.19, -1.13, 1.50)  0.237
H (-2.97, -0.49, 1.02)  0.215
H (-3.07, 0.46, -1.10)  0.408

Computed properties:
ΔE to the lowest compared entry with this formula, charge and spin (kJ/mol): 95.9
E_LUMO (eV): 1.104
HOMO-LUMO gap (eV): 9.00



No. 6
Density functional theory data (wB97M-V/def2-TZVPD) for a single C4H7N3 molecule.

Last column: natural (NBO) charge in e.
CARTESIAN COORDINATES (ANGSTROEM)
C (1.86, -0.92, -0.40)  -0.600
C (0.85, 0.15, -0.85)  -0.423
C (-0.30, 0.32, 0.11)  0.068
C (-1.65, 0.30, -0.12)  -0.105
N (-2.18, 0.57, 1.10)  -0.336
N (-1.24, 0.74, 2.02)  -0.054
N (-0.10, 0.59, 1.43)  -0.251
H (2.78, -0.84, -0.99)  0.208
H (2.11, -0.78, 0.65)  0.224
H (1.45, -1.92, -0.53)  0.203
H (1.36, 1.11, -0.94)  0.218
H (0.45, -0.09, -1.84)  0.208
H (-2.25, 0.13, -1.00)  0.227
H (-3.15, 0.65, 1.37)  0.414

Computed properties:
ΔE to the lowest compared entry with this formula, charge and spin (kJ/mol): 64.8
E_LUMO (eV): 0.866
HOMO-LUMO gap (eV): 10.37



No. 7
Density functional theory data (wB97M-V/def2-TZVPD) for a single C4H7N3 molecule.

Last column: natural (NBO) charge in e.
CARTESIAN COORDINATES (ANGSTROEM)
C (-1.92, 0.73, 0.11)  -0.597
C (-1.11, -0.54, -0.12)  -0.424
C (0.35, -0.35, 0.14)  0.068
C (1.40, -0.26, -0.75)  -0.107
N (2.48, -0.06, 0.05)  -0.336
N (2.14, -0.02, 1.34)  -0.056
N (0.86, -0.20, 1.40)  -0.248
H (-2.99, 0.55, -0.07)  0.208
H (-1.80, 1.09, 1.14)  0.218
H (-1.60, 1.54, -0.57)  0.203
H (-1.48, -1.34, 0.53)  0.222
H (-1.23, -0.88, -1.16)  0.207
H (1.47, -0.32, -1.82)  0.227
H (3.45, 0.06, -0.21)  0.414

Computed properties:
ΔE to the lowest compared entry with this formula, charge and spin (kJ/mol): 63.3
E_LUMO (eV): 0.872
HOMO-LUMO gap (eV): 10.39



No. 8
Density functional theory data (wB97M-V/def2-TZVPD) for a molecular structure, C4H7N3 at a distorted geometry.

Last column: natural (NBO) charge in e.
CARTESIAN COORDINATES (ANGSTROEM)
C (0.07, 1.22, 0.69)  0.337
N (-0.36, 2.13, 1.61)  -0.814
C (-1.19, 0.51, -0.06)  0.035
C (0.43, -1.15, -1.15)  -0.208
C (0.65, -2.41, -0.79)  -0.368
N (-1.10, -0.42, -0.86)  -0.330
N (1.22, 0.76, 0.55)  -0.598
H (0.36, 2.69, 2.05)  0.400
H (-1.26, 2.57, 1.47)  0.386
H (1.13, -0.21, -0.27)  0.342
H (-2.14, 1.00, 0.17)  0.185
H (0.69, -0.81, -2.15)  0.216
H (0.38, -2.77, 0.20)  0.203
H (1.13, -3.12, -1.46)  0.212

Computed properties:
ΔE to the lowest compared entry with this formula, charge and spin (kJ/mol): 366.9
E_LUMO (eV): 0.240
HOMO-LUMO gap (eV): 8.90



No. 9
Density functional theory data (wB97M-V/def2-TZVPD) for a single C4H7N3 molecule.

Last column: natural (NBO) charge in e.
CARTESIAN COORDINATES (ANGSTROEM)
C (-1.85, 0.27, -0.55)  -0.662
C (-0.72, -0.45, 0.13)  0.277
N (-0.82, -1.68, 0.47)  -0.308
N (0.38, -2.00, 1.21)  0.005
N (1.13, -1.02, 1.34)  -0.136
C (0.57, 0.12, 0.61)  -0.207
C (1.63, 0.55, -0.41)  -0.594
H (-2.68, -0.43, -0.70)  0.246
H (-2.19, 1.10, 0.07)  0.232
H (-1.54, 0.68, -1.52)  0.231
H (0.39, 0.94, 1.32)  0.245
H (1.90, -0.30, -1.05)  0.223
H (2.52, 0.86, 0.13)  0.232
H (1.29, 1.37, -1.04)  0.217

Computed properties:
ΔE to the lowest compared entry with this formula, charge and spin (kJ/mol): 150.6
E_LUMO (eV): 0.279
HOMO-LUMO gap (eV): 10.21



No. 10
Density functional theory data (wB97M-V/def2-TZVPD) for a gas-phase ion, C4H7N3 (charge +2) at a distorted geometry.

Last column: natural (NBO) charge in e.
CARTESIAN COORDINATES (ANGSTROEM)
C (-1.08, 0.89, 1.93)  0.093
N (-0.36, 0.52, 0.92)  -0.092
C (0.39, 1.36, 0.10)  0.025
C (0.90, 0.66, -0.95)  0.021
N (0.46, -0.65, -0.74)  -0.096
C (0.65, -1.63, -1.54)  0.081
N (-0.37, -0.70, 0.31)  -0.235
H (-1.73, 0.13, 2.27)  0.246
H (-1.25, 1.97, 2.21)  0.303
H (0.53, 2.32, 0.56)  0.302
H (1.25, 0.79, -1.96)  0.311
H (0.03, -2.55, -1.42)  0.270
H (1.50, -1.47, -2.20)  0.274
H (-0.92, -1.63, 0.51)  0.497

Computed properties:
ΔE to the lowest compared entry with this formula, charge and spin (kJ/mol): 224.6
E_LUMO (eV): -10.995
HOMO-LUMO gap (eV): 8.38
Charge: +2



No. 11
Density functional theory data (wB97M-V/def2-TZVPD) for a single C4H7N3O molecule at a distorted geometry.

Last column: natural (NBO) charge in e.
CARTESIAN COORDINATES (ANGSTROEM)
C (-1.21, -0.72, 1.63)  -0.433
N (-0.42, -0.57, 0.43)  -0.457
C (0.11, 0.60, 0.22)  0.264
C (0.37, 1.65, 1.22)  0.369
O (0.36, 1.44, 2.39)  -0.488
N (0.46, 1.05, -1.05)  -0.571
C (0.62, 0.16, -2.02)  0.349
N (0.73, -1.17, -2.05)  -0.775
H (-2.19, -1.07, 1.29)  0.196
H (-0.75, -1.48, 2.25)  0.204
H (-1.33, 0.27, 2.07)  0.202
H (0.90, 2.52, 0.82)  0.134
H (0.67, 0.59, -3.10)  0.169
H (0.73, -1.64, -1.16)  0.431
H (0.93, -1.63, -2.92)  0.406

Computed properties:
ΔE to the lowest compared entry with this formula, charge and spin (kJ/mol): 198.1
E_LUMO (eV): -0.037
HOMO-LUMO gap (eV): 8.88



No. 12
Density functional theory data (wB97M-V/def2-TZVPD) for a single C4H7N3O molecule at a distorted geometry.

Last column: natural (NBO) charge in e.
CARTESIAN COORDINATES (ANGSTROEM)
H (3.08, -1.84, -0.02)  0.355
N (2.24, -1.25, 0.01)  -0.758
C (2.48, 0.03, 0.02)  0.274
N (1.49, 0.97, -0.05)  -0.582
C (0.11, 0.78, 0.02)  -0.112
C (-0.51, -0.44, -0.02)  -0.056
N (-1.87, -0.70, -0.06)  -0.622
C (-2.95, 0.21, -0.05)  0.541
O (-4.11, -0.13, 0.04)  -0.574
H (3.50, 0.46, 0.07)  0.159
H (1.80, 1.94, -0.05)  0.401
H (-0.46, 1.70, 0.17)  0.198
H (0.07, -1.36, -0.13)  0.260
H (-2.22, -1.63, 0.11)  0.408
H (-2.62, 1.26, -0.07)  0.108

Computed properties:
ΔE to the lowest compared entry with this formula, charge and spin (kJ/mol): 123.9
E_LUMO (eV): 0.633
HOMO-LUMO gap (eV): 8.46



No. 13
Density functional theory data (wB97M-V/def2-TZVPD) for 3 unconnected molecules or ions with the total composition C4H7N3O at a distorted geometry.

Last column: natural (NBO) charge in e.
CARTESIAN COORDINATES (ANGSTROEM)
N (0.17, -0.37, -0.72)  -0.280
C (-0.11, -0.11, 0.49)  0.268
N (1.31, 0.07, -1.35)  -0.615
C (-1.41, 0.84, -1.43)  0.204
C (1.66, -1.14, 1.38)  0.327
C (-0.89, 0.23, 1.50)  -0.566
N (-2.63, 0.73, -1.54)  -0.629
O (2.74, -0.91, 0.90)  -0.561
H (2.00, 0.50, -0.73)  0.378
H (1.74, -0.70, -1.84)  0.376
H (-3.13, 0.20, -0.83)  0.377
H (-0.77, 1.44, -2.09)  0.166
H (1.60, -1.69, 2.36)  0.107
H (-0.67, -0.12, 2.50)  0.231
H (-1.62, 1.02, 1.39)  0.217

Computed properties:
ΔE to the lowest compared entry with this formula, charge and spin (kJ/mol): 785.8
E_LUMO (alpha / beta) (eV): -0.109 / 0.548
HOMO-LUMO gap (alpha / beta) (eV): 6.68 / 7.75



No. 14
Density functional theory data (wB97M-V/def2-TZVPD) for a single C4H7N3O molecule at a distorted geometry.

Last column: natural (NBO) charge in e.
CARTESIAN COORDINATES (ANGSTROEM)
H (-1.98, 1.38, 1.00)  0.351
N (-2.68, 0.75, 0.39)  -0.699
C (-2.34, -0.35, -0.21)  0.271
N (-1.17, -0.79, -0.55)  -0.434
N (-0.29, -0.15, 0.15)  -0.286
C (0.59, 0.99, -0.25)  -0.348
C (1.88, 0.26, 0.06)  0.552
O (3.19, 0.03, -0.27)  -0.528
C (0.95, -0.77, 0.75)  -0.347
H (-3.25, -0.82, -0.67)  0.177
H (-0.89, -0.96, -1.38)  0.364
H (0.60, 2.03, 0.29)  0.251
H (0.43, 1.32, -1.45)  0.215
H (0.82, -0.89, 1.91)  0.233
H (1.37, -1.70, 0.38)  0.228

Computed properties:
ΔE to the lowest compared entry with this formula, charge and spin (kJ/mol): 685.2
E_LUMO (eV): -0.102
HOMO-LUMO gap (eV): 9.26



No. 15
Density functional theory data (wB97M-V/def2-TZVPD) for a single C4H7N3O molecule at a distorted geometry.

Last column: natural (NBO) charge in e.
CARTESIAN COORDINATES (ANGSTROEM)
N (-0.59, -0.67, 1.44)  -0.899
C (-0.24, -0.74, -0.07)  -0.067
C (-1.57, -0.67, -0.82)  -0.282
C (-0.52, 0.53, -0.60)  -0.109
N (0.32, 1.44, 0.21)  -0.445
N (1.49, 0.74, -0.06)  -0.470
C (1.27, -0.57, -0.16)  0.653
O (2.14, -1.42, -0.37)  -0.592
H (-0.07, -1.37, 2.06)  0.400
H (-0.73, 0.36, 1.81)  0.403
H (-1.82, -0.96, -1.83)  0.229
H (-2.40, -0.71, -0.24)  0.224
H (-0.08, 0.67, -1.66)  0.190
H (0.59, 2.36, -0.23)  0.369
H (2.21, 1.02, 0.51)  0.395

Computed properties:
ΔE to the lowest compared entry with this formula, charge and spin (kJ/mol): 625.5
E_LUMO (eV): 0.725
HOMO-LUMO gap (eV): 9.70



No. 16
Density functional theory data (wB97M-V/def2-TZVPD) for a single C4H7N3O molecule at a distorted geometry.

Last column: natural (NBO) charge in e.
CARTESIAN COORDINATES (ANGSTROEM)
H (3.08, -0.18, 0.24)  0.321
N (2.36, -0.90, 0.16)  -0.642
C (1.28, -0.34, -0.08)  0.413
N (1.08, 1.08, 0.18)  -0.359
O (-0.14, 1.48, -0.35)  -0.426
C (-1.37, 0.93, 0.17)  -0.083
C (-0.93, -0.51, 0.58)  -0.123
N (-1.05, -1.89, 0.04)  -0.499
C (0.00, -0.95, -0.50)  -0.167
H (1.77, 1.73, -0.09)  0.382
H (-1.68, 1.55, 1.04)  0.197
H (-2.07, 0.97, -0.70)  0.208
H (-0.45, -0.55, 1.61)  0.218
H (-1.69, -1.85, -0.78)  0.354
H (-0.19, -0.57, -1.52)  0.206

Computed properties:
ΔE to the lowest compared entry with this formula, charge and spin (kJ/mol): 571.5
E_LUMO (eV): 0.825
HOMO-LUMO gap (eV): 9.82